[1]
{"formula": "C23H18N2O4S", "method": "wB97M-V/def2-TZVPD", "symbols": ["O", "C", "O", "C", "C", "C", "C", "N", "C", "C", "C", "C", "C", "C", "N", "C", "C", "C", "O", "C", "S", "C", "C", "C", "C", "C", "C", "C", "C", "O", "H", "H", "H", "H", "H", "H", "H", "H", "H", "H", "H", "H", "H", "H", "H", "H", "H", "H"], "positions_angstrom": [[-0.735, -3.025, 2.071], [-1.381, -1.993, 2.189], [-1.431, -1.226, 3.337], [-2.084, -1.521, 1.030], [-3.061, -2.457, 0.336], [-2.331, -3.429, -0.500], [-2.359, -4.868, -0.394], [-1.507, -5.379, -1.395], [-0.980, -4.332, -2.201], [-0.203, -4.132, -3.383], [-0.062, -2.893, -3.950], [-0.714, -1.725, -3.419], [-1.505, -1.900, -2.305], [-1.700, -3.152, -1.699], [-2.268, -0.252, 0.688], [-1.391, 0.783, 0.997], [-0.031, 0.613, 1.342], [0.770, 1.779, 1.752], [2.140, 1.638, 2.057], [0.174, 2.995, 1.768], [1.120, 4.462, 1.866], [2.516, 4.242, 0.888], [2.537, 3.975, -0.512], [3.681, 3.736, -1.179], [4.904, 3.654, -0.488], [4.906, 3.897, 0.904], [3.725, 4.276, 1.527], [-1.152, 3.163, 1.558], [-1.962, 2.076, 1.226], [-3.346, 2.170, 1.107], [-1.271, -1.809, 4.038], [-3.639, -2.989, 1.078], [-3.778, -1.865, -0.259], [-2.765, -5.547, 0.434], [-1.125, -6.320, -1.484], [0.165, -4.906, -3.914], [0.621, -2.779, -4.750], [-0.615, -0.676, -3.878], [-1.867, -0.985, -1.918], [0.567, -0.331, 1.269], [2.513, 2.490, 1.891], [1.521, 4.018, -0.972], [3.404, 3.444, -2.220], [5.738, 3.342, -1.031], [5.825, 3.811, 1.552], [3.583, 4.362, 2.641], [-1.493, 4.208, 1.643], [-3.655, 1.353, 0.663]], "homo_ev": -7.83, "smiles": "O=C(O)/C(Cc1c[nH]c2ccccc12)=N\\c1cc(O)c(Sc2ccccc2)cc1O", "relative_energy_kj_mol": 174.84, "spin_multiplicity": 1, "gap_ev": 7.2}

***

[2]
{"formula": "C7H12O3P", "method": "wB97M-V/def2-TZVPD", "symbols": ["C", "C", "C", "C", "C", "C", "C", "O", "O", "O", "P", "H", "H", "H", "H", "H", "H", "H", "H", "H", "H", "H", "H"], "positions_angstrom": [[2.045, 1.241, -0.413], [-0.526, -0.972, 0.326], [-0.276, -1.297, -1.131], [0.835, 0.942, 0.208], [0.660, -0.382, 0.916], [0.405, -0.089, 2.474], [-0.238, 1.456, -2.403], [2.828, 2.138, -0.198], [2.284, 0.381, -1.483], [1.003, -0.741, -3.290], [0.786, -0.066, -1.978], [-1.322, -0.281, 0.294], [-0.786, -1.851, 0.958], [0.284, -2.295, -1.398], [-1.030, -1.449, -1.951], [0.341, 1.862, 0.798], [1.627, -0.889, 0.598], [-0.534, 0.502, 2.639], [1.246, 0.423, 2.700], [0.385, -0.935, 3.118], [-0.948, 1.057, -3.346], [-0.894, 1.774, -1.645], [0.466, 2.089, -2.866]], "homo_ev": -3.26, "relative_energy_kj_mol": 235.83, "spin_multiplicity": 1, "charge": -1, "gap_ev": 7.0}

***

[3]
{"formula": "C19H30N4O5", "method": "wB97M-V/def2-TZVPD", "symbols": ["C", "C", "C", "C", "C", "C", "C", "C", "C", "O", "N", "C", "O", "H", "H", "H", "H", "H", "H", "H", "H", "H", "C", "N", "C", "C", "O", "H", "H", "H", "H", "H", "H", "H", "C", "N", "C", "C", "O", "H", "H", "H", "H", "H", "H", "H", "C", "N", "C", "C", "O", "H", "H", "H", "H", "H", "H", "H"], "positions_angstrom": [[-1.419, -1.352, -2.270], [-0.524, -0.092, -2.129], [-0.044, 0.008, -0.704], [-0.451, 1.038, 0.140], [-0.067, 1.092, 1.483], [0.761, 0.131, 2.043], [1.189, -0.878, 1.201], [0.804, -0.937, -0.133], [1.460, -2.126, -0.739], [1.604, -2.384, -1.903], [2.023, -2.923, 0.337], [2.057, -2.044, 1.491], [2.765, -2.244, 2.438], [-2.475, -1.084, -2.195], [-1.258, -1.867, -3.216], [-1.229, -2.075, -1.475], [0.303, -0.108, -2.831], [-1.164, 0.772, -2.305], [-1.098, 1.805, -0.271], [-0.418, 1.903, 2.109], [1.052, 0.141, 3.081], [1.393, -3.706, 0.488], [0.230, -2.264, 8.172], [-0.145, -1.740, 6.874], [0.593, -1.709, 5.732], [1.986, -2.286, 5.785], [0.128, -1.228, 4.710], [-0.448, -3.064, 8.473], [0.191, -1.479, 8.929], [1.239, -2.662, 8.140], [-1.064, -1.340, 6.770], [2.435, -2.187, 4.800], [2.598, -1.752, 6.513], [1.958, -3.343, 6.055], [-5.796, 1.159, -1.504], [-4.393, 1.402, -1.775], [-3.845, 2.221, -2.711], [-4.789, 2.997, -3.599], [-2.633, 2.316, -2.819], [-6.040, 1.436, -0.477], [-6.033, 0.102, -1.640], [-6.418, 1.740, -2.176], [-3.711, 0.916, -1.214], [-4.195, 3.595, -4.282], [-5.423, 2.323, -4.177], [-5.424, 3.658, -3.008], [3.935, 2.354, -5.117], [2.996, 2.287, -4.015], [2.970, 1.399, -2.984], [4.039, 0.332, -2.954], [2.106, 1.470, -2.128], [4.452, 3.315, -5.121], [3.415, 2.241, -6.070], [4.674, 1.565, -5.032], [2.254, 2.968, -3.977], [3.870, -0.290, -2.080], [3.988, -0.296, -3.844], [5.032, 0.777, -2.889]], "homo_ev": -8.78, "smiles": "CCc1cccc2c1C(=O)NC2=O.CNC(C)=O.CNC(C)=O.CNC(C)=O", "relative_energy_kj_mol": 0.00, "spin_multiplicity": 1, "gap_ev": 9.3}

***

Max |F| readings, ordered: 6.1, 5.2, 1.1 eV/A